1.
Molecular formula: C3H16NO4
Method: DFT, wB97M-V/def2-TZVPD

Last column: Mulliken charge in e.
Geometry (Å):
C (-0.995163, -4.936172, -0.619982)  -1.022
C (-0.368593, -3.515302, -0.609634)  -0.279
C (-1.282924, -1.439120, 0.332216)  -0.134
N (-1.451015, -2.553134, -0.266703)  -0.065
H (-2.084877, -4.961251, -0.576634)  0.377
H (-0.617445, -5.376040, -1.540272)  0.285
H (-0.492975, -5.502244, 0.150436)  0.278
H (0.522274, -3.413087, 0.035985)  0.365
H (0.018502, -3.200207, -1.585510)  0.321
H (-2.126536, -0.780650, 0.496929)  0.362
H (-0.261716, -1.234833, 0.619730)  0.190
H (-2.359743, -2.851927, -0.612729)  0.298
H (1.333309, 5.102315, 1.117519)  0.311
H (1.306764, 3.552579, 1.165313)  0.351
O (1.197007, 4.320174, 0.549661)  -0.632
H (3.106007, 3.081821, 2.348409)  0.326
H (3.248136, 2.377509, 0.998234)  0.355
O (2.685652, 2.429025, 1.770940)  -0.688
H (-0.451348, 1.229898, -0.402518)  0.451
H (0.795604, 1.586183, 0.273227)  0.263
O (0.233040, 0.819046, 0.155386)  -0.626
H (-1.349715, 3.125379, -2.217954)  0.313
H (-0.806749, 3.092697, -0.729516)  0.312
O (-0.868849, 2.606340, -1.564489)  -0.714

Cartesian forces (eV/Å) of the 6 atoms listed first:
C 1.806 0.568 -0.621
C -0.293 -0.054 -0.195
C 0.090 -1.038 -0.320
N 0.605 0.296 0.091
H 0.228 -0.072 0.089
H -0.538 -0.315 -0.153

* E_tot: -479.3381 a.u.
* total charge: +1



2.
Molecular formula: C14H16O
Method: DFT, wB97M-V/def2-TZVPD

Last column: Mulliken charge in e.
Geometry (Å):
C (-0.064335, 1.714107, -3.817790)  -1.251
C (-0.552380, 1.995015, -2.497921)  0.882
C (-1.397701, 3.026236, -2.228126)  -0.610
C (-1.846083, 3.318074, -0.910765)  -0.621
C (-1.075683, 2.878219, 0.239977)  0.136
O (-1.218007, 3.416604, 1.576114)  -0.538
C (-0.108649, 1.883817, -0.108544)  0.459
C (0.064755, 1.356919, -1.364823)  -0.849
H (-0.280144, 0.650153, -3.931990)  0.335
H (1.047739, 1.532774, -4.095044)  0.290
H (-0.650682, 2.340708, -4.475674)  0.327
H (-1.520379, 3.712714, -3.161585)  0.158
H (-2.675134, 3.862573, -0.535982)  0.397
H (-1.286318, 2.821944, 2.305660)  0.321
H (0.868912, 1.582827, 0.560815)  0.163
H (0.740659, 0.575191, -1.556623)  0.434
C (1.298021, -0.595596, 2.569795)  -1.007
C (0.983030, -1.856917, 1.937833)  0.741
C (1.028439, -2.046341, 0.548604)  -0.178
C (0.543732, -3.194893, -0.073261)  -0.435
C (-0.057652, -4.181726, 0.697731)  -0.354
C (-0.007957, -4.085945, 2.103257)  -0.478
C (0.592243, -2.938759, 2.679141)  -0.459
H (2.404175, -0.630180, 2.626875)  0.335
H (1.014457, -0.216270, 3.584520)  0.363
H (1.140726, 0.159312, 1.801110)  -0.126
H (1.363537, -1.178481, 0.003010)  0.337
H (0.569797, -3.395614, -1.227432)  0.222
H (-0.751484, -4.919687, 0.314574)  0.347
H (-0.474634, -4.809231, 2.700208)  0.427
H (0.306985, -2.777543, 3.736345)  0.234

Cartesian forces (eV/Å) of the 6 atoms listed first:
C 1.339 -2.195 -1.901
C 1.904 -0.043 3.743
C -0.820 1.740 -1.149
C 2.058 -0.605 2.844
C 0.086 -1.122 -1.286
O -0.098 0.783 -3.469

* SMILES: Cc1ccc(O)cc1.Cc1ccccc1
* E_tot: -618.1856 a.u.



3.
Molecular formula: C3H13O5
Method: DFT, wB97M-V/def2-TZVPD

Last column: Mulliken charge in e.
Geometry (Å):
C (1.181253, -0.635437, -0.181728)  -0.576
C (-0.221666, -1.698508, -0.367799)  -0.269
O (-1.269310, -1.215904, 0.335221)  -0.650
C (0.855455, 0.771411, -0.338050)  -0.366
O (-0.516162, 0.906459, -0.684362)  -0.938
H (1.958772, -0.842642, -1.004653)  0.249
H (1.586081, -0.822813, 0.786184)  0.277
H (-0.457896, -1.620667, -1.447749)  0.132
H (0.039869, -2.776420, 0.026489)  0.264
H (-1.170430, -0.149140, 0.190668)  0.444
H (1.167735, 1.554494, 0.462793)  0.202
H (1.431419, 1.168742, -1.134306)  0.257
H (-1.500352, 0.811713, -3.394056)  0.302
H (-1.666566, -0.120967, -2.242877)  0.370
O (-1.960608, 0.049271, -3.067096)  -0.687
H (0.060708, -1.072422, 5.622682)  0.310
H (0.704904, -1.815371, 4.662805)  0.334
O (0.738926, -1.729389, 5.629985)  -0.644
H (-0.801280, 3.727320, -1.432525)  0.255
H (-0.220259, 2.248450, -1.160017)  0.483
O (0.059399, 3.261810, -1.261603)  -0.750

Cartesian forces (eV/Å) of the 6 atoms listed first:
C -0.256 -3.723 -1.197
C 3.236 0.487 -0.126
O -0.924 1.893 1.494
C -1.799 2.776 0.352
O 0.327 0.438 0.353
H -1.005 -0.519 1.353

* E_tot: -498.2633 a.u.
* total charge: -1



4.
Molecular formula: C35H23Cl2N5NaO4PS
Method: DFT, wB97M-V/def2-TZVPD

Last column: Mulliken charge in e.
Geometry (Å):
Na (0.362165, 0.222440, 0.649993)  0.961
Cl (0.255111, -2.692761, 4.241142)  -0.246
C (0.036992, -3.634362, 2.788367)  0.834
C (-0.438744, -4.936936, 2.914793)  -0.669
C (-0.645430, -5.717441, 1.811373)  0.694
Cl (-1.249453, -7.354650, 2.020396)  -0.334
C (-0.376544, -5.216800, 0.517469)  0.260
C (-0.566559, -5.958651, -0.668502)  -0.942
C (-0.263287, -5.394877, -1.874832)  -1.220
C (0.235661, -4.080121, -1.898137)  0.042
N (0.410018, -3.358581, -0.820566)  0.255
C (0.116302, -3.889594, 0.385274)  0.038
C (0.335847, -3.016840, 1.550780)  -0.309
O (0.738886, -1.836481, 1.437370)  -1.001
H (-0.650603, -5.326388, 3.901940)  0.415
H (-0.951918, -6.967725, -0.603366)  0.356
H (-0.397758, -5.940966, -2.800647)  0.439
H (0.507939, -3.617124, -2.844118)  0.330
O (2.165684, 3.409935, -0.709778)  -0.917
C (1.737989, 2.419555, -1.322996)  0.163
O (1.700803, 1.223543, -0.928985)  -0.597
C (1.204741, 2.649647, -2.736010)  -0.178
C (1.601825, 3.802760, -3.406942)  -0.491
C (1.202779, 4.044472, -4.709567)  -0.615
C (0.379729, 3.128582, -5.352608)  -0.743
C (-0.041161, 1.992063, -4.681826)  -0.191
C (0.356597, 1.734467, -3.368084)  0.327
P (-0.181253, 0.205822, -2.471239)  1.593
C (-1.742287, -0.217641, -3.357689)  0.265
C (-2.682315, 0.770207, -3.660849)  -0.583
C (-3.965103, 0.439212, -4.073267)  -0.743
C (-4.345985, -0.892114, -4.175547)  -0.591
C (-3.431632, -1.885710, -3.853305)  -0.530
C (-2.148069, -1.551307, -3.446666)  -0.449
C (1.023757, -0.959554, -3.243976)  0.395
C (0.956651, -1.345676, -4.582335)  0.065
C (1.909311, -2.193443, -5.128150)  -0.680
C (2.952833, -2.660975, -4.339185)  -0.607
C (3.031166, -2.278422, -3.008516)  -0.405
C (2.071995, -1.437120, -2.460520)  -0.239
H (2.231705, 4.496926, -2.866110)  0.475
H (1.528604, 4.941453, -5.223540)  0.365
H (0.061543, 3.299018, -6.374835)  0.406
H (-0.693490, 1.293823, -5.191425)  0.310
H (-2.411479, 1.814793, -3.558951)  0.484
H (-4.674329, 1.226490, -4.299966)  0.370
H (-5.351173, -1.151728, -4.484544)  0.348
H (-3.721969, -2.928493, -3.898616)  0.402
H (-1.461738, -2.338105, -3.159713)  0.042
H (0.149022, -0.983489, -5.207316)  0.165
H (1.837911, -2.485981, -6.169433)  0.391
H (3.697886, -3.325897, -4.760448)  0.346
H (3.832887, -2.648987, -2.381891)  0.397
H (2.129692, -1.153268, -1.420643)  0.261
N (1.019235, 3.567583, 2.148122)  -0.348
C (-0.195726, 3.003819, 2.396789)  0.538
O (-0.583345, 2.008704, 1.756797)  -0.418
C (-0.997219, 3.596127, 3.442865)  0.168
C (-2.253716, 3.043556, 3.754911)  0.254
N (-3.291818, 2.596373, 4.010210)  -0.761
C (-0.564205, 4.737928, 4.140703)  -0.080
N (-0.198626, 5.693653, 4.687791)  -0.665
H (1.223353, 4.459593, 2.565421)  0.221
H (1.481723, 3.357843, 1.265382)  0.177
S (-3.740390, 0.728149, 0.638496)  -0.213
C (-3.047820, -0.014792, 2.012862)  -0.084
C (-2.533684, -1.220596, 1.661646)  -0.761
N (-2.690696, -1.579929, 0.341263)  -0.276
C (-3.329874, -0.649711, -0.298822)  0.055
H (-3.007340, 0.503041, 2.957081)  0.581
H (-2.006346, -1.886776, 2.328713)  0.284
H (-3.563664, -0.703506, -1.353128)  0.418

Cartesian forces (eV/Å) of the 6 atoms listed first:
Na -0.038 0.036 0.085
Cl 0.000 0.005 0.003
C 0.020 0.008 -0.018
C -0.010 -0.013 -0.018
C -0.001 0.008 0.019
Cl 0.002 0.000 -0.002

* E_tot: -3744.7774 a.u.
* total charge: -2



| no. | HOMO-LUMO gap (eV) |
| --- | --- |
| 1 | 9.3 |
| 2 | 9.3 |
| 3 | 7.7 |
| 4 | 6.3 |